C24H66N6O6 | ωB97M-V/def2-TZVPD

```
! wB97M-V def2-TZVPD RIJCOSX def2/J DEFGRID3
* xyz 0 1
C 23.61887 -2.51262 5.47271
O 22.70994 -3.50377 5.07958
C 21.55903 -3.00320 4.42168
C 20.61018 -4.15980 3.96262
C 19.84913 -3.98533 2.67499
N 19.63768 -4.45167 5.03610
H 23.50060 -2.03339 6.44454
H 23.61564 -1.83700 4.61736
H 24.59000 -2.99928 5.56316
H 21.14767 -2.32481 5.16912
H 21.80748 -2.39895 3.54918
H 21.25400 -5.03391 3.86489
H 19.30357 -4.81229 2.22044
H 20.53229 -3.61998 1.90823
H 19.11557 -3.18024 2.71757
H 19.55514 -3.66733 5.66706
H 19.95173 -5.25349 5.56389
C 16.71558 -5.33829 15.08181
O 17.63942 -4.36101 14.58371
C 17.02551 -3.63043 13.59185
C 18.22497 -2.89604 12.90833
C 19.20004 -3.84704 12.25369
N 18.89222 -2.04465 13.79048
H 16.37506 -6.06543 14.34464
H 15.87288 -4.81512 15.53372
H 17.05242 -6.03400 15.85033
H 16.59792 -4.33842 12.88192
H 16.17633 -3.02683 13.91225
H 17.73357 -2.25124 12.17974
H 19.55185 -3.70468 11.23190
H 18.72424 -4.80519 12.04472
H 20.03535 -4.15933 12.88046
H 18.27381 -1.61242 14.46193
H 19.53521 -2.65573 14.27343
C 16.35641 -9.85394 4.51887
O 15.15014 -10.06612 5.28215
C 14.88817 -8.99833 6.20565
C 13.89739 -7.88745 5.66080
C 13.80260 -6.64655 6.56137
N 12.58466 -8.35385 5.33405
H 16.18643 -8.85455 4.11832
H 16.45598 -10.56952 3.70270
H 17.30137 -9.70861 5.04234
H 14.35771 -9.47181 7.03180
H 15.86210 -8.59819 6.48748
H 14.12986 -7.60046 4.63528
H 13.09905 -5.95131 6.10338
H 14.75643 -6.18915 6.82423
H 13.32254 -6.98421 7.47985
H 12.07798 -8.75907 6.10811
H 12.83253 -9.18287 4.81311
C 33.62851 -6.82841 5.27620
O 33.30389 -7.32333 6.57825
C 32.50948 -6.47127 7.33537
C 31.87129 -7.23765 8.52686
C 30.99153 -6.36363 9.42728
N 32.93625 -7.88248 9.25646
H 34.11040 -7.59905 4.67456
H 34.39458 -6.05790 5.36305
H 32.79958 -6.37336 4.73406
H 33.15565 -5.67351 7.70164
H 31.68579 -6.01217 6.78869
H 31.31416 -8.08981 8.13760
H 30.42391 -5.73253 8.74346
H 31.62440 -5.69376 10.00937
H 30.33382 -6.84733 10.14946
H 33.40010 -7.16433 9.79422
H 33.67896 -8.07982 8.60108
C 20.15236 -8.73406 10.42491
O 21.07220 -8.19546 9.49331
C 22.41007 -8.43434 9.82868
C 23.29769 -7.91377 8.71750
C 23.15316 -8.47940 7.36614
N 24.69812 -8.20950 8.90850
H 20.33255 -8.29748 11.40727
H 20.22161 -9.80595 10.61026
H 19.14498 -8.55482 10.04922
H 22.69969 -7.88559 10.72484
H 22.52239 -9.49570 10.05005
H 23.01996 -6.86092 8.66761
H 23.20874 -9.56248 7.47550
H 23.87641 -8.12056 6.63386
H 22.14917 -8.34659 6.96306
H 25.07398 -7.57742 8.21617
H 24.97169 -7.92392 9.83785
C 15.03236 -11.48375 13.78113
O 15.20984 -11.44907 15.15263
C 14.59825 -12.51009 15.87874
C 14.68877 -12.16937 17.32092
C 14.05110 -13.29291 18.17419
N 13.97780 -11.01258 17.79356
H 14.05994 -11.85565 13.45835
H 15.79353 -12.13501 13.35151
H 15.14863 -10.45466 13.44120
H 13.51570 -12.49252 15.75283
H 14.92890 -13.45101 15.43892
H 15.74564 -12.00758 17.53298
H 14.44114 -14.25350 17.83768
H 12.97603 -13.30591 17.99487
H 14.30310 -13.14223 19.22390
H 14.21479 -10.89359 18.76812
H 14.33698 -10.22493 17.27329
*
```

The largest force on an atom is 3.222 eV Å⁻¹. The energy above the lowest of the compared OMol25 structures with the same formula, charge and spin comes out at 103.9 kcal per mole. As for the SMILES: COC[C@H](C)N.COC[C@H](C)N.COC[C@H](C)N.COC[C@H](C)N.COC[C@H](C)N.COC[C@H](C)N.